ORCA calculation (ωB97M-V/def2-TZVPD) on one molecule with the formula C3H4Cl2Si at a distorted geometry.

Each line ends with the Löwdin charge.
CARTESIAN COORDINATES (ANGSTROEM)
Si -1.74481 0.94215 0.03656  0.751
C -0.85998 -0.61675 -0.01827  -0.324
C 0.62251 -0.88346 -0.15251  -0.291
C 1.81396 -0.17813 -0.11814  -1.138
Cl 3.33797 -0.88425 0.08166  0.647
Cl 1.74624 1.60482 -0.01410  0.533
H -3.13144 0.82103 0.37038  -0.123
H -1.17011 2.35829 0.47632  -0.080
H -1.54961 -1.29142 -0.40510  -0.027
H 0.93528 -1.87228 -0.25682  0.052

**SMILES**: [SiH2]=CC=C(Cl)Cl
**HOMO**: -0.2977 Ha
**Total energy**: -36094.994 eV
**Multiplicity**: 1